1.
Computed, not measured: a structure of composition C31H41Br60Cl2INO4P in a non-equilibrium geometry, with the ωB97M-V functional and the def2-TZVPD basis.

Summary:
E_HOMO: -9.226 eV
M: 5514.70 g/mol

Geometry (Å):
C: 2.3433 -0.4884 0.0031
C: 1.9007 1.0543 -0.2174
O: 0.4706 1.1202 -0.0259
C: -0.1613 2.0055 -0.9657
C: -1.6713 1.5154 -1.3758
C: -2.5149 2.7619 -1.9588
C: -3.3363 3.5804 -0.8123
C: -4.8399 2.9927 -0.8613
N: -4.8261 1.5689 -0.4218
C: -5.5955 0.7293 -1.3317
O: -5.0841 0.4705 -2.4419
O: -6.8989 0.2241 -1.0878
P: -6.9414 -1.4345 -1.5780
O: -8.3670 -1.7274 -2.4971
I: -7.3578 -2.7024 0.5194
C: -5.1580 1.3553 1.0096
Cl: -4.7891 2.7471 2.1317
C: -4.2144 0.1089 1.5031
C: -2.8376 0.6374 2.1688
Cl: -5.0355 -0.9746 2.7243
H: 2.6917 -0.6140 1.0726
H: 3.1100 -0.7798 -0.7819
H: 1.3875 -1.0972 -0.1826
H: 2.4281 1.7361 0.5292
H: 2.2532 1.3577 -1.2539
H: 0.4057 2.0944 -1.9670
H: -0.2652 3.0754 -0.5653
H: -2.1927 0.9403 -0.5502
H: -1.5220 0.7990 -2.2656
H: -3.1994 2.3693 -2.7877
H: -1.7363 3.4848 -2.3951
H: -3.2890 4.7028 -0.9731
H: -2.8466 3.2565 0.1855
H: -5.6107 3.6581 -0.3631
H: -5.1082 2.9848 -1.9805
H: -8.4645 -2.7046 -2.5537
H: -6.2341 1.0355 1.2173
H: -3.9128 -0.4562 0.5521
H: -2.3618 1.4611 1.5505
H: -2.9674 0.9313 3.2612
H: -2.1071 -0.2454 2.1648
C: -3.0280 -3.8044 1.3006
Br: -1.5320 -2.8439 0.5293
Br: -4.2182 -4.5218 -0.0506
Br: -2.4309 -5.1755 2.5334
H: -3.6031 -3.0827 1.8790
C: 1.5240 -5.0584 0.0501
Br: 3.0586 -4.1881 -0.7532
Br: 0.2929 -5.7288 -1.2888
Br: 2.0559 -6.4441 1.2973
H: 0.9906 -4.3015 0.6227
C: 0.9246 1.1584 -5.2746
Br: -0.6159 2.2942 -4.9883
Br: 2.4340 2.1534 -5.9807
Br: 1.3854 0.1702 -3.6730
H: 0.6460 0.4267 -6.0300
C: 2.5194 -1.9663 4.9652
Br: 4.0426 -1.0300 4.2166
Br: 1.3577 -2.6631 3.5770
Br: 3.0650 -3.3472 6.2113
H: 1.9417 -1.2379 5.5313
C: 1.1729 -0.4378 8.6407
Br: 2.6696 0.4768 7.8133
Br: -0.0646 -1.1291 7.3189
Br: 1.7610 -1.8188 9.8674
H: 0.6322 0.3012 9.2281
C: 4.9845 -6.6073 5.6921
Br: 5.5259 -8.4392 6.0221
Br: 6.4692 -5.3727 5.8695
Br: 4.0844 -6.4202 3.9845
H: 4.2610 -6.3453 6.4614
C: 4.4510 3.0715 -9.9021
Br: 4.8221 4.8950 -10.4470
Br: 5.2841 2.6433 -8.2018
Br: 2.5481 2.6969 -9.8880
H: 4.8984 2.4188 -10.6485
C: 6.7918 8.4139 -9.9723
Br: 4.9077 8.4407 -10.4300
Br: 7.1316 7.3497 -8.3880
Br: 7.8871 7.8494 -11.4688
H: 7.0769 9.4368 -9.7364
C: 0.6910 5.6384 -7.1616
Br: 0.0645 4.0057 -8.0009
Br: 0.0462 5.8089 -5.3397
Br: 2.6214 5.8050 -7.2606
H: 0.2707 6.4680 -7.7274
C: -4.0147 -2.0493 7.4984
Br: -3.4816 -2.7593 9.2210
Br: -3.6294 -0.1561 7.3456
Br: -3.2368 -3.0532 6.0354
H: -5.0945 -2.1627 7.4283
C: -1.4363 6.5566 1.6180
Br: -1.5698 7.3124 -0.1639
Br: -3.0618 6.8254 2.6395
Br: -0.9164 4.6906 1.5700
H: -0.6438 7.0949 2.1333
C: 9.1997 -2.2904 6.3946
Br: 8.5699 -2.5107 8.2158
Br: 10.0445 -3.9007 5.7252
Br: 7.7910 -1.6832 5.2103
H: 9.9609 -1.5112 6.4123
C: 4.4752 -12.1501 4.0318
Br: 3.0345 -10.8701 4.2488
Br: 6.0897 -11.3150 3.3562
Br: 4.8069 -13.1451 5.6627
H: 4.1515 -12.8678 3.2815
C: 11.3308 1.0328 8.0124
Br: 10.6999 0.8105 9.8316
Br: 12.1863 -0.5744 7.3454
Br: 9.9202 1.6384 6.8280
H: 12.0888 1.8127 8.0311
C: 2.1813 6.7589 -1.7250
Br: 3.0093 8.1176 -0.6163
Br: 2.8133 6.8354 -3.5549
Br: 2.3877 4.9852 -0.9678
H: 1.1145 6.9732 -1.7467
C: -6.7025 -5.3681 10.8070
Br: -6.8259 -4.0370 12.2110
Br: -6.9743 -4.5902 9.0523
Br: -5.0424 -6.3646 10.9026
H: -7.5104 -6.0782 10.9690
C: 3.3339 -13.9503 -0.1117
Br: 4.0903 -12.1677 -0.0098
Br: 3.4125 -14.8684 1.5951
Br: 1.5354 -13.9288 -0.8345
H: 3.9494 -14.5180 -0.8062
C: -11.2906 -0.1898 -4.3074
Br: -12.2908 -1.7859 -3.8487
Br: -10.7829 -0.1714 -6.1784
Br: -12.2387 1.4241 -3.8019
H: -10.3698 -0.2139 -3.7275
C: -4.2857 3.7600 -8.6795
Br: -3.7296 3.0436 -6.9686
Br: -3.9606 5.6669 -8.7806
Br: -3.4660 2.8114 -10.1588
H: -5.3599 3.6088 -8.7602
C: -0.3640 9.2930 -9.1179
Br: -1.0349 7.6865 -9.9691
Br: -1.0420 9.4887 -7.3122
Br: 1.5720 9.3730 -9.1721
H: -0.7367 10.1385 -9.6920

=====

2.
Computed, not measured: the molecule C6H12O, with the ωB97M-V functional and the def2-TZVPD basis.

Summary:
E_HOMO: -7.967 eV
M: 100.16 g/mol

Geometry (Å):
C: -2.0248 1.8851 -0.2219
C: -1.2142 0.5989 -0.4340
C: -0.8580 0.2475 1.0023
C: 0.4895 -1.9127 -0.1950
C: 1.7641 -1.1662 0.2021
C: 1.5269 0.3200 0.4746
O: 0.3925 0.3942 1.3683
H: -2.8539 1.6783 0.4601
H: -1.3968 2.6504 0.2469
H: -2.4143 2.2789 -1.1643
H: -1.8767 -0.1823 -0.8276
H: -0.4196 0.7603 -1.1766
H: -0.3314 -1.6939 0.5028
H: 0.6296 -2.9936 -0.1471
H: 0.1623 -1.6501 -1.2068
H: 2.5240 -1.2607 -0.5831
H: 2.1816 -1.6190 1.1081
H: 2.3557 0.7670 1.0295
H: 1.3635 0.8978 -0.4382

=====

3.
Computed, not measured: the molecule C6H3NO in a non-equilibrium geometry, with the ωB97M-V functional and the def2-TZVPD basis.

Summary:
E_HOMO: -9.961 eV
M: 105.10 g/mol
SMILES: N#CC#CC#CCO

Geometry (Å):
C: -3.1076 0.6032 0.1774
C: -1.6364 0.3076 -0.3312
C: -0.4215 -0.0249 -0.1876
C: 0.8866 -0.0909 -0.1111
C: 2.0431 -0.2621 0.0164
C: 3.4215 0.0388 -0.0567
H: -2.8257 -1.2714 0.4737
H: -2.8884 0.7811 1.3961
H: -3.9781 1.3969 -0.3892
N: 4.6058 0.0901 0.1792
O: -3.7078 -0.6210 0.0277